Record 1
Here is a gas-phase ion, H3N6 (charge +1) from the OMol25 dataset. Energies are from ωB97M-V/def2-TZVPD.

Geometry as XYZ:
```
9
H3N6 | the OMol25 dataset | ωB97M-V/def2-TZVPD
N -2.840 -0.793 0.057
N -2.116 0.077 -0.012
N -1.210 0.887 -0.053
N 0.192 0.637 0.163
N 0.639 -0.445 -0.186
N 1.856 -0.672 0.070
H -1.240 1.857 -0.169
H 2.297 -1.639 -0.063
H 2.420 0.092 0.193
```

## Properties
- charge = +1
- frontier orbital gap (eV) = 9.0458
- HOMO level (eV) = -15.04
- SMILES = N#[N+]N/N=N/N
- ΔE to the lowest compared entry with this formula, charge and spin (kJ/mol) = 159.3

Record 2
Here is 2 unconnected molecules or ions with the total composition ClHN2O from the OMol25 dataset. Energies are from ωB97M-V/def2-TZVPD.

Geometry as XYZ:
```
5
ClHN2O | the OMol25 dataset | ωB97M-V/def2-TZVPD
N 0.951 0.973 -0.077
N -0.572 -0.476 -0.465
O 1.836 0.265 0.153
Cl -2.123 0.101 0.072
H -0.092 -0.862 0.317
```

## Properties
- frontier orbital gap (alpha / beta) (eV) = 9.0202 / 8.1130
- HOMO level (alpha / beta) (eV) = -9.72 / -9.22
- ΔE to the lowest compared entry with this formula, charge and spin (kJ/mol) = 383.3

Record 3
Here is 2 unconnected molecules or ions with the total composition C16H30ClF5N5O8P2 from the OMol25 dataset. Energies are from ωB97M-V/def2-TZVPD.

Geometry as XYZ:
```
67
C16H30ClF5N5O8P2 | the OMol25 dataset | ωB97M-V/def2-TZVPD
N -0.376 1.817 3.242
P 0.380 1.514 1.907
C -0.765 1.602 0.407
C -2.087 0.990 0.908
C -2.021 -0.416 1.524
N -1.356 -1.447 0.736
C -1.024 3.073 0.030
C -1.316 4.068 1.166
C -0.218 5.101 1.473
O -0.833 6.380 1.602
N 0.073 3.347 -0.917
C -0.155 4.330 -1.990
C 1.038 5.273 -2.205
O 1.356 6.116 -1.434
O 1.676 5.090 -3.403
C 0.607 2.155 -1.253
N 1.732 2.092 -1.944
C 2.476 0.912 -2.329
F 1.905 0.213 -3.307
F 3.627 1.410 -2.816
C 2.871 -0.050 -1.139
F 2.099 -1.129 -1.106
F 2.881 0.596 0.022
F 4.107 -0.469 -1.374
N -0.092 1.041 -0.796
C -0.939 0.413 -1.838
C -1.591 1.382 -2.822
O -2.590 1.979 -2.639
Cl -0.738 1.559 -4.372
H -0.303 1.049 3.897
H 1.363 2.513 1.725
H 0.957 0.230 1.942
H -2.809 1.027 0.088
H -2.452 1.666 1.679
H -1.595 -0.416 2.522
H -3.051 -0.750 1.638
H -1.921 -1.780 -0.029
H -0.423 -1.202 0.441
H -1.982 3.012 -0.496
H -1.588 3.572 2.094
H -2.184 4.646 0.860
H 0.305 4.874 2.402
H 0.518 5.206 0.678
H -0.867 6.630 2.529
H -0.978 4.976 -1.694
H -0.409 3.882 -2.947
H 2.620 4.932 -3.267
H 2.129 2.972 -2.242
H -1.721 -0.201 -1.413
H -0.305 -0.252 -2.419
C 1.072 -4.443 -0.207
O 0.144 -4.886 0.792
P -0.018 -6.500 1.027
O -0.897 -6.979 -0.061
O -0.718 -6.330 2.450
C -2.031 -5.774 2.509
O 0.853 -7.749 1.549
C 1.973 -8.164 0.738
H 1.074 -3.356 -0.198
H 2.077 -4.801 0.021
H 0.767 -4.795 -1.195
H -2.594 -5.996 1.602
H -1.973 -4.694 2.652
H -2.536 -6.219 3.362
H 2.671 -7.341 0.575
H 1.621 -8.547 -0.219
H 2.487 -8.954 1.277
```

## Properties
- charge = +1
- frontier orbital gap (eV) = 7.2656
- HOMO level (eV) = -11.76

Record 4
Here is a molecular structure, C17H24IrNO8S from the OMol25 dataset. Energies are from ωB97M-V/def2-TZVPD.

Geometry as XYZ:
```
52
C17H24IrNO8S | the OMol25 dataset | ωB97M-V/def2-TZVPD
Ir -0.148 -0.545 -0.346
C 1.014 -3.432 -0.897
C 2.073 -2.526 -1.407
O 1.949 -1.253 -0.725
C 2.887 -1.015 0.375
C 2.349 -1.571 1.661
O 0.923 -1.374 1.593
C 0.301 -0.707 2.707
C -1.139 -1.114 2.633
O -1.512 -1.252 1.221
C -2.901 -0.856 0.976
C -3.235 -1.308 -0.393
O -2.106 -0.980 -1.265
C -1.945 -1.908 -2.365
C -1.263 -3.120 -1.813
O -0.208 -2.641 -0.918
H 1.177 -3.781 0.119
H 0.914 -4.295 -1.551
H 1.952 -2.317 -2.467
H 3.064 -2.945 -1.240
H 2.995 0.064 0.427
H 3.854 -1.449 0.133
H 2.803 -1.051 2.504
H 2.522 -2.637 1.781
H 0.446 0.370 2.626
H 0.726 -1.045 3.650
H -1.768 -0.371 3.120
H -1.303 -2.083 3.095
H -2.984 0.217 1.086
H -3.556 -1.340 1.699
H -4.131 -0.808 -0.749
H -3.382 -2.385 -0.434
H -1.360 -1.393 -3.122
H -2.911 -2.168 -2.796
H -0.829 -3.681 -2.639
H -1.915 -3.777 -1.245
O 2.700 1.796 0.068
C 1.615 2.095 -0.316
N 0.584 1.246 -0.869
S -0.864 2.068 -0.861
O -1.442 1.436 0.332
O -1.577 1.990 -2.082
C -0.257 3.646 -0.480
C -0.879 4.868 -0.447
C -0.047 6.016 -0.122
C 1.332 5.890 0.104
C 1.924 4.651 0.054
C 1.106 3.507 -0.254
H -1.930 5.003 -0.667
H -0.521 6.986 -0.053
H 1.920 6.770 0.325
H 2.983 4.510 0.233
```

## Properties
- charge = +3
- frontier orbital gap (alpha / beta) (eV) = 4.1841 / 6.1293
- expectation value of S² = 1.24
- HOMO level (alpha / beta) (eV) = -18.25 / -18.66
- spin multiplicity = 2

Record 5
Here is 2 unconnected molecules or ions with the total composition C3H6S3 from the OMol25 dataset. Energies are from ωB97M-V/def2-TZVPD.

Geometry as XYZ:
```
12
C3H6S3 | the OMol25 dataset | ωB97M-V/def2-TZVPD
S -3.399 -1.040 -0.114
C -1.920 -0.491 0.291
C -0.736 -1.158 -0.099
C 0.430 -0.626 0.251
S 2.084 -1.106 -0.212
H -1.677 0.351 0.779
H -0.778 -1.921 -0.883
H 0.627 -0.003 1.144
H 1.800 -1.911 -1.306
S -0.180 2.462 -0.307
H -0.019 1.448 -1.138
H -1.003 3.401 -0.973
```

## Properties
- frontier orbital gap (eV) = 7.8496
- HOMO level (eV) = -8.69
- SMILES = S=C/C=C/S.S
- ΔE to the lowest compared entry with this formula, charge and spin (kJ/mol) = 190.0

Record 6
Here is C4H8N2O2 in the gas phase from the OMol25 dataset. Energies are from ωB97M-V/def2-TZVPD.

Geometry as XYZ:
```
16
C4H8N2O2 | the OMol25 dataset | ωB97M-V/def2-TZVPD
C 2.223 0.286 -0.432
O 1.057 -0.452 -0.671
C 0.226 -0.609 0.464
C -1.060 -1.301 0.323
N -1.962 -0.563 -0.614
C -1.794 0.663 -0.670
N -0.820 1.454 0.063
O -0.049 0.733 1.020
H 2.961 -0.288 -1.182
H 2.540 0.090 0.659
H 2.122 1.376 -0.585
H 0.825 -1.199 1.250
H -1.699 -1.432 1.241
H -0.956 -2.294 -0.116
H -2.440 1.309 -1.251
H -1.175 2.226 0.500
```

## Properties
- frontier orbital gap (eV) = 9.6799
- HOMO level (eV) = -8.75
- SMILES = CO[C@@H]1CN=CNO1
- ΔE to the lowest compared entry with this formula, charge and spin (kJ/mol) = 451.6

Record 7
Here is C2H4N2OS in the gas phase from the OMol25 dataset. Energies are from ωB97M-V/def2-TZVPD.

Geometry as XYZ:
```
10
C2H4N2OS | the OMol25 dataset | ωB97M-V/def2-TZVPD
N 0.708 0.088 -1.147
N -0.172 0.052 -0.055
C -0.686 1.036 0.683
O -0.905 2.086 0.098
C 0.088 -1.266 0.346
S -0.918 -2.162 1.332
H 0.168 0.599 -1.890
H 1.672 0.530 -0.993
H -0.794 0.810 1.903
H 0.839 -1.774 -0.277
```

## Properties
- frontier orbital gap (eV) = 8.5552
- HOMO level (eV) = -9.04
- SMILES = NN(C=O)C=S
- ΔE to the lowest compared entry with this formula, charge and spin (kJ/mol) = 347.4

Record 8
Here is a molecular structure, C24H43As3CoGeN10 from the OMol25 dataset. Energies are from ωB97M-V/def2-TZVPD.

Geometry as XYZ:
```
82
C24H43As3CoGeN10 | the OMol25 dataset | ωB97M-V/def2-TZVPD
Co 0.432 -0.589 0.254
N 1.980 0.266 3.171
C 1.669 1.328 2.354
N 2.056 2.570 2.635
N 1.577 3.304 1.623
N 0.950 2.544 0.788
N 0.958 1.269 1.225
C 1.829 -1.059 2.841
N 2.202 -2.053 3.638
N 1.864 -3.169 2.965
N 1.322 -2.862 1.836
N 1.291 -1.523 1.715
H 2.518 0.472 3.991
C -2.853 4.289 -1.679
As -2.097 2.557 -1.050
C -2.784 2.763 0.770
C -3.603 1.361 -1.569
C -3.418 0.525 -2.835
C -4.745 -0.180 -3.151
C -2.394 -0.626 -2.661
As -0.527 -0.558 -1.906
C 0.418 0.260 -3.415
C -0.227 -2.435 -2.400
C -2.975 1.406 -4.014
As -4.060 2.848 -4.844
C -5.567 3.299 -3.651
C -5.147 1.730 -6.066
H -3.845 4.462 -1.255
H -2.904 4.337 -2.768
H -2.178 5.069 -1.325
H -3.877 2.745 0.766
H -2.433 3.708 1.182
H -2.409 1.952 1.393
H -4.526 1.946 -1.639
H -3.715 0.679 -0.723
H -5.039 -0.814 -2.311
H -4.650 -0.812 -4.040
H -5.549 0.536 -3.325
H -2.257 -1.093 -3.643
H -2.863 -1.385 -2.023
H -0.109 0.082 -4.353
H 1.413 -0.179 -3.456
H 0.516 1.331 -3.237
H -0.537 -2.652 -3.425
H -0.781 -3.076 -1.713
H 0.836 -2.649 -2.282
H -2.730 0.768 -4.872
H -2.042 1.899 -3.726
H -5.215 3.836 -2.773
H -6.140 2.429 -3.336
H -6.226 3.961 -4.217
H -4.497 1.205 -6.767
H -5.821 2.367 -6.640
H -5.739 0.996 -5.519
C 5.229 -0.315 -0.055
Ge 3.709 -1.343 -0.858
C 4.319 -1.523 -2.768
C 3.840 -3.178 -0.140
C 2.030 -0.419 -0.763
H 6.192 -0.759 -0.315
H 5.138 -0.288 1.032
H 5.209 0.714 -0.420
H 5.320 -1.961 -2.799
H 4.362 -0.545 -3.255
H 3.649 -2.162 -3.349
H 4.844 -3.580 -0.299
H 3.118 -3.837 -0.624
H 3.624 -3.193 0.928
H 2.186 0.600 -1.147
N -1.272 -0.959 1.076
C -2.297 -1.533 1.068
C -3.507 -2.195 1.077
C -4.753 -1.516 0.821
C -5.938 -2.202 0.821
C -5.991 -3.586 1.078
C -4.781 -4.261 1.350
C -3.580 -3.607 1.353
H -4.746 -0.448 0.646
H -6.859 -1.663 0.618
H -6.937 -4.114 1.085
H -4.807 -5.326 1.559
H -2.658 -4.136 1.562
```

## Properties
- charge = -2
- frontier orbital gap (alpha / beta) (eV) = 3.8403 / 3.3134
- expectation value of S² = 1.12
- HOMO level (alpha / beta) (eV) = 0.03 / 0.52
- spin multiplicity = 2

Record 9
Here is 9 unconnected molecules or ions with the total composition C66H144N6O12 from the OMol25 dataset. Energies are from ωB97M-V/def2-TZVPD.

Geometry as XYZ:
```
228
C66H144N6O12 | the OMol25 dataset | ωB97M-V/def2-TZVPD
C 17.586 -20.609 -8.274
C 16.497 -20.916 -7.258
C 15.976 -19.544 -6.748
C 15.342 -21.638 -7.946
C 14.382 -22.322 -6.975
C 15.185 -23.101 -5.993
C 16.263 -22.414 -5.182
C 15.698 -21.403 -4.188
C 17.080 -23.544 -4.495
N 17.090 -21.856 -6.274
O 18.205 -21.184 -5.656
H 18.339 -19.909 -7.936
H 18.199 -21.513 -8.496
H 17.285 -20.349 -9.229
H 16.575 -19.071 -5.995
H 15.898 -18.824 -7.584
H 14.971 -19.767 -6.374
H 14.835 -20.894 -8.542
H 15.749 -22.410 -8.625
H 13.751 -21.574 -6.480
H 13.637 -22.907 -7.523
H 15.796 -23.808 -6.538
H 14.505 -23.555 -5.297
H 15.227 -21.973 -3.362
H 14.980 -20.778 -4.681
H 16.481 -20.802 -3.789
H 17.878 -23.278 -3.807
H 17.693 -24.087 -5.240
H 16.381 -24.266 -4.105
H 18.992 -21.682 -5.978
C 17.891 -26.005 0.223
C 18.588 -27.147 -0.507
C 17.674 -28.357 -0.263
C 18.606 -26.964 -2.074
C 19.661 -25.964 -2.483
C 21.001 -26.478 -2.021
C 21.018 -26.627 -0.490
C 22.351 -27.317 -0.017
C 21.031 -25.252 0.267
N 19.937 -27.533 -0.085
O 19.977 -27.595 1.334
H 18.039 -26.214 1.248
H 18.317 -25.018 -0.047
H 16.883 -26.029 -0.110
H 17.673 -28.545 0.827
H 16.650 -28.046 -0.538
H 18.054 -29.158 -0.884
H 18.837 -27.961 -2.497
H 17.602 -26.732 -2.414
H 19.560 -25.813 -3.536
H 19.328 -25.039 -2.006
H 21.852 -25.861 -2.369
H 21.106 -27.516 -2.338
H 22.518 -27.148 0.997
H 23.204 -26.877 -0.539
H 22.360 -28.392 -0.315
H 20.804 -25.349 1.317
H 20.315 -24.487 -0.056
H 22.057 -24.830 0.207
H 20.371 -28.470 1.463
C 13.438 -20.105 3.442
C 13.114 -19.536 4.856
C 11.619 -19.778 5.055
C 14.056 -20.204 5.899
C 14.031 -19.429 7.211
C 14.434 -17.931 7.023
C 13.509 -17.172 6.016
C 12.113 -16.888 6.577
C 14.192 -15.844 5.757
N 13.455 -18.070 4.806
O 12.824 -17.483 3.622
H 14.481 -19.885 3.230
H 13.216 -21.212 3.419
H 12.828 -19.626 2.687
H 11.012 -19.308 4.272
H 11.513 -20.844 5.000
H 11.226 -19.489 6.007
H 13.567 -21.149 5.976
H 15.012 -20.220 5.354
H 13.061 -19.546 7.647
H 14.756 -19.883 7.889
H 15.472 -17.814 6.676
H 14.439 -17.463 8.068
H 11.999 -16.281 7.555
H 11.572 -17.794 6.891
H 11.373 -16.343 5.972
H 15.166 -15.960 5.236
H 14.476 -15.208 6.682
H 13.541 -15.181 5.166
H 11.872 -17.290 3.742
C 19.328 -23.226 2.641
C 18.666 -22.014 3.343
C 17.161 -22.040 2.901
C 18.733 -22.237 4.884
C 18.289 -21.025 5.737
C 19.175 -19.837 5.352
C 19.240 -19.554 3.829
C 18.030 -18.713 3.329
C 20.571 -18.717 3.560
N 19.416 -20.814 3.082
O 19.511 -20.581 1.664
H 20.433 -23.050 2.538
H 19.131 -24.213 3.145
H 18.984 -23.265 1.607
H 16.742 -23.063 2.899
H 16.444 -21.426 3.387
H 17.205 -21.774 1.813
H 18.121 -23.036 5.207
H 19.700 -22.569 5.234
H 17.215 -20.818 5.546
H 18.454 -21.250 6.793
H 20.172 -20.027 5.788
H 18.874 -18.914 5.772
H 17.926 -17.788 3.904
H 17.151 -19.346 3.266
H 18.253 -18.329 2.316
H 20.619 -18.436 2.518
H 21.457 -19.230 3.895
H 20.400 -17.801 4.127
H 18.637 -20.216 1.424
C 15.937 -14.117 -2.031
C 15.765 -15.012 -3.286
C 15.962 -14.155 -4.526
C 16.773 -16.162 -3.266
C 16.390 -17.347 -4.256
C 14.963 -17.830 -3.959
C 13.942 -16.705 -4.047
C 13.761 -16.376 -5.492
C 12.651 -17.189 -3.360
N 14.388 -15.624 -3.186
O 13.432 -14.577 -3.252
H 15.504 -14.446 -1.114
H 16.988 -13.915 -1.936
H 15.537 -13.152 -2.353
H 15.226 -13.372 -4.611
H 16.883 -13.589 -4.430
H 16.080 -14.669 -5.454
H 17.813 -15.804 -3.417
H 16.715 -16.632 -2.232
H 16.572 -17.019 -5.252
H 17.093 -18.147 -3.914
H 14.890 -18.337 -2.990
H 14.696 -18.547 -4.729
H 13.283 -15.408 -5.683
H 13.169 -17.146 -5.995
H 14.673 -16.336 -6.070
H 12.196 -18.101 -3.801
H 11.919 -16.385 -3.504
H 12.815 -17.361 -2.359
H 13.229 -14.398 -2.322
C 22.813 -23.983 -7.123
C 21.454 -23.597 -6.541
C 20.336 -24.320 -7.283
C 21.432 -24.093 -5.093
C 22.141 -23.247 -4.019
C 21.817 -21.760 -4.154
C 21.890 -21.284 -5.590
C 21.270 -19.912 -5.655
C 23.367 -21.105 -5.977
N 21.056 -22.184 -6.449
O 21.209 -21.587 -7.804
H 22.802 -25.068 -7.293
H 23.003 -23.499 -8.066
H 23.687 -23.824 -6.462
H 19.380 -24.146 -6.839
H 20.397 -24.008 -8.278
H 20.437 -25.407 -7.182
H 20.385 -24.117 -4.787
H 21.730 -25.165 -5.093
H 21.816 -23.545 -3.036
H 23.211 -23.458 -3.950
H 22.568 -21.208 -3.555
H 20.890 -21.533 -3.706
H 21.245 -19.451 -6.604
H 21.593 -19.208 -4.870
H 20.220 -20.014 -5.339
H 23.590 -20.815 -7.031
H 23.887 -22.020 -5.759
H 23.692 -20.312 -5.298
H 20.302 -21.661 -8.194
C 25.195 -21.304 -1.808
O 24.417 -21.158 -0.655
C 23.103 -21.680 -0.594
C 22.444 -21.308 0.689
O 22.929 -22.177 1.714
C 23.209 -21.607 2.898
H 25.749 -22.285 -1.894
H 25.963 -20.519 -1.729
H 24.655 -21.208 -2.776
H 23.231 -22.775 -0.780
H 22.506 -21.189 -1.411
H 21.372 -21.319 0.520
H 22.784 -20.302 0.890
H 23.375 -22.398 3.673
H 22.412 -20.939 3.267
H 24.107 -20.971 2.873
C 18.053 -21.350 -1.059
O 17.532 -20.359 -0.148
C 16.260 -19.855 -0.617
C 15.707 -18.946 0.421
O 16.395 -17.713 0.318
C 15.717 -16.756 1.184
H 17.505 -22.274 -1.176
H 19.034 -21.680 -0.675
H 18.163 -20.923 -2.060
H 15.633 -20.647 -0.898
H 16.302 -19.304 -1.536
H 15.762 -19.292 1.443
H 14.632 -18.795 0.208
H 16.288 -15.813 1.198
H 15.782 -17.057 2.240
H 14.642 -16.626 0.958
C 23.580 -18.096 -1.500
O 22.784 -18.493 -2.531
C 21.424 -18.707 -2.167
C 20.786 -17.431 -1.640
O 21.017 -17.229 -0.252
C 20.399 -16.079 0.234
H 23.426 -17.029 -1.399
H 24.601 -18.165 -1.821
H 23.490 -18.727 -0.635
H 21.352 -19.539 -1.430
H 20.875 -18.987 -3.032
H 19.725 -17.468 -1.784
H 21.242 -16.672 -2.248
H 20.580 -15.967 1.287
H 19.319 -16.243 0.186
H 20.628 -15.105 -0.321
```

## Properties
- frontier orbital gap (eV) = 8.5149
- HOMO level (eV) = -8.11
- SMILES = CC1(C)CCCC(C)(C)N1O.CC1(C)CCCC(C)(C)N1O.CC1(C)CCCC(C)(C)N1O.CC1(C)CCCC(C)(C)N1O.CC1(C)CCCC(C)(C)N1O.CC1(C)CCCC(C)(C)N1O.COCCOC.COCCOC.COCCOC
- ΔE to the lowest compared entry with this formula, charge and spin (kJ/mol) = 9.1

Number 1: largest force on an atom 0.1088 Eh/bohr, DFT total energy -8976.51730 eV. Number 2: largest force on an atom 0.0473 Eh/bohr, DFT total energy -17561.39363 eV. Number 3: largest force on an atom 0.0963 Eh/bohr, DFT total energy -85589.01863 eV. Number 4: largest force on an atom 0.0500 Eh/bohr, DFT total energy -49526.40622 eV. Number 5: largest force on an atom 0.0795 Eh/bohr, DFT total energy -35711.88907 eV. Number 6: largest force on an atom 0.0863 Eh/bohr, DFT total energy -11349.43240 eV. Number 7: largest force on an atom 0.1280 Eh/bohr, DFT total energy -17999.05835 eV. Number 8: largest force on an atom 0.0650 Eh/bohr, DFT total energy -317140.25251 eV. Number 9: largest force on an atom 0.0670 Eh/bohr, DFT total energy -104275.83182 eV.